The following is a DFT calculation (ωB97M-V/def2-TZVPD) of a molecular structure, C36H32N4O7Pt in a non-equilibrium geometry.

Results
Lowest unoccupied orbital energy ... -8.5 eV
Maximum force ... 2.6 eV/A

```
! wB97M-V def2-TZVPD RIJCOSX def2/J DEFGRID3
* xyz 2 1
Pt -1.26 0.07 -0.02
O -4.05 -1.80 2.22
C -3.19 -1.08 1.77
N -2.73 -1.10 0.46
C -3.20 -2.03 -0.46
O -4.07 -2.83 -0.26
C -2.45 -1.89 -1.73
C -2.73 -2.71 -2.81
C -1.97 -2.60 -3.96
C -0.93 -1.68 -3.99
C -0.70 -0.88 -2.89
N -1.45 -0.97 -1.79
C -2.48 -0.04 2.54
C -2.83 0.25 3.86
C -2.13 1.23 4.54
C -1.10 1.90 3.89
C -0.81 1.58 2.58
N -1.48 0.64 1.92
H -3.55 -3.41 -2.72
H -2.18 -3.22 -4.81
H -0.29 -1.58 -4.86
H 0.10 -0.15 -2.87
H -3.64 -0.31 4.31
H -2.39 1.47 5.56
H -0.53 2.67 4.40
H -0.03 2.08 2.03
O 1.69 -0.17 -0.70
C 1.39 1.02 -0.72
O 0.19 1.45 -0.47
C 2.37 2.10 -1.06
C 3.73 1.79 -1.17
C 4.67 2.74 -1.53
C 4.21 4.01 -1.78
O 4.89 5.11 -2.15
C 3.95 6.16 -2.29
O 2.67 5.64 -1.98
C 2.84 4.33 -1.67
C 1.91 3.40 -1.31
H 4.04 0.77 -0.97
H 5.72 2.51 -1.62
H 3.96 6.54 -3.32
H 4.20 6.98 -1.61
H 0.86 3.64 -1.22
C 4.59 -5.53 3.43
C 3.62 -4.69 2.67
C 2.63 -3.95 3.30
C 1.72 -3.18 2.59
C 0.73 -2.35 3.34
C 1.79 -3.18 1.17
C 0.83 -2.45 0.38
O -0.16 -1.85 0.82
C 2.82 -3.89 0.51
C 2.98 -3.88 -0.98
C 3.71 -4.62 1.27
H 4.32 -5.63 4.48
H 5.59 -5.10 3.37
H 4.65 -6.52 2.98
H 2.58 -3.94 4.39
H 0.88 -2.41 4.41
H -0.29 -2.67 3.11
H 0.80 -1.31 3.02
H 1.02 -2.47 -0.70
H 3.05 -2.85 -1.35
H 2.14 -4.35 -1.48
H 3.89 -4.41 -1.27
H 4.50 -5.16 0.78
C -5.60 4.52 -2.22
C -4.60 3.54 -1.72
C -3.64 2.97 -2.56
C -2.74 2.05 -2.05
N -2.75 1.69 -0.77
C -3.66 2.22 0.06
C -4.59 3.14 -0.38
H -5.49 4.69 -3.29
H -5.48 5.47 -1.71
H -6.61 4.17 -2.02
H -3.58 3.22 -3.61
H -1.98 1.60 -2.68
H -3.64 1.91 1.09
H -5.30 3.54 0.32
*
```

Atom charges from the Mulliken analysis, given in e for atoms 1 to 4:
1 Pt 1.6667
2 O -0.5736
3 C 0.0120
4 N 0.0411


The following is a DFT calculation (ωB97M-V/def2-TZVPD) of a molecular structure, C36H33BF4N7P2S4SbSe2W in a non-equilibrium geometry.

Results
Lowest unoccupied orbital energy (spin up / spin down) ... 1.5 / 1.4 eV
Maximum force ... 2.9 eV/A
<S²> ... 0.76

```
! wB97M-V def2-TZVPD RIJCOSX def2/J DEFGRID3
* xyz -1 2
W 2.50 -1.34 0.96
C -0.33 -4.54 4.28
C -1.06 -4.53 2.95
N -0.16 -4.85 1.83
C 0.56 -3.89 1.19
S -0.08 -2.31 0.97
N 1.71 -4.28 0.70
N 2.42 -3.29 0.10
C 3.26 -3.63 -0.79
C 3.42 -5.03 -1.27
C 4.04 -2.54 -1.37
C 4.83 -2.73 -2.48
C 5.36 -1.63 -3.13
C 5.08 -0.38 -2.63
C 4.34 -0.29 -1.47
N 3.87 -1.34 -0.82
H -1.00 -4.22 5.09
H 0.53 -3.86 4.25
H 0.04 -5.55 4.52
H -1.48 -3.55 2.76
H -1.87 -5.26 2.94
H 0.38 -5.69 1.95
H 2.83 -5.70 -0.65
H 4.47 -5.33 -1.21
H 3.09 -5.13 -2.31
H 4.99 -3.73 -2.85
H 5.98 -1.75 -4.02
H 5.44 0.52 -3.12
H 4.12 0.67 -1.02
S 6.73 -0.04 3.62
Sb 5.77 -0.49 1.60
S 4.62 -2.60 1.78
S 3.67 0.79 1.37
Se -1.59 -0.30 -4.80
P -1.59 0.72 -2.96
C -3.18 0.48 -2.13
C -4.30 1.15 -2.61
C -5.56 0.81 -2.15
C -5.70 -0.21 -1.21
C -4.59 -0.89 -0.75
C -3.32 -0.55 -1.20
C -1.36 2.51 -3.18
C -0.88 3.00 -4.39
C -0.68 4.37 -4.55
C -0.97 5.25 -3.51
C -1.45 4.76 -2.30
C -1.64 3.40 -2.14
C -0.30 0.16 -1.80
C 0.31 0.62 -0.62
N 1.39 -0.20 -0.44
N 1.37 -1.11 -1.43
N 0.41 -0.88 -2.25
P -0.37 1.24 0.96
Se 0.86 0.46 2.53
C -2.11 1.05 1.46
C -2.41 -0.06 2.24
C -3.73 -0.32 2.59
C -4.75 0.50 2.15
C -4.45 1.61 1.36
C -3.14 1.88 1.01
C -0.08 3.04 0.91
C -0.73 3.89 1.80
C -0.52 5.26 1.73
C 0.38 5.78 0.81
C 1.08 4.93 -0.03
C 0.85 3.56 0.01
H -4.18 1.92 -3.37
H -6.44 1.33 -2.52
H -6.69 -0.49 -0.86
H -4.70 -1.69 -0.03
H -2.45 -1.09 -0.85
H -0.67 2.31 -5.19
H -0.31 4.75 -5.49
H -0.83 6.31 -3.65
H -1.68 5.44 -1.49
H -2.00 3.00 -1.21
H -1.61 -0.70 2.59
H -3.96 -1.17 3.23
H -5.78 0.29 2.42
H -5.24 2.27 1.02
H -2.92 2.76 0.45
H -1.41 3.49 2.54
H -1.05 5.93 2.40
H 0.55 6.85 0.76
H 1.80 5.33 -0.74
H 1.38 2.89 -0.65
F 1.50 -1.08 5.18
B 2.70 -1.50 4.74
F 2.07 -2.14 2.67
F 3.11 -2.71 5.13
F 3.48 -0.68 4.09
*
```

Atom charges from the Mulliken analysis, given in e for atoms 1 to 4:
1 W -1.0076
2 C -0.9293
3 C -0.2435
4 N -0.1682


The following is a DFT calculation (ωB97M-V/def2-TZVPD) of a molecular structure, C36H33BrEuF5N6O4S in a non-equilibrium geometry.

Results
Lowest unoccupied orbital energy (spin up / spin down) ... 1.8 / 1.8 eV
Maximum force ... 2.9 eV/A
<S²> ... 15.78

```
! wB97M-V def2-TZVPD RIJCOSX def2/J DEFGRID3
* xyz -1 8
Eu -0.42 0.11 0.17
F 6.32 -1.86 -0.50
C 4.99 -1.99 -0.52
C 4.19 -0.86 -0.52
F 4.73 0.35 -0.48
C 2.82 -1.02 -0.57
F 2.03 0.08 -0.62
C 2.19 -2.26 -0.60
S 0.46 -2.39 -0.70
C 3.03 -3.37 -0.59
F 2.51 -4.60 -0.60
C 4.41 -3.24 -0.55
F 5.18 -4.33 -0.55
Br -3.33 0.97 4.31
C -1.88 2.12 3.89
C -1.25 2.82 4.91
N -0.23 3.64 4.69
C 0.21 3.76 3.44
C -0.35 3.09 2.36
C -1.44 2.25 2.59
C 0.32 3.15 0.99
O 0.60 4.21 0.48
O 0.58 1.97 0.53
H -1.59 2.73 5.94
H 1.05 4.43 3.28
H -1.93 1.76 1.75
C -2.77 -0.19 -2.39
C -2.10 1.09 -1.85
C -0.68 1.22 -2.45
O -2.06 1.08 -0.46
H -2.84 -0.17 -3.48
H -3.78 -0.28 -1.97
H -2.19 -1.07 -2.08
H -2.69 1.95 -2.19
H -0.09 0.30 -2.28
H -0.17 2.08 -1.99
H -0.72 1.39 -3.52
C -0.22 -1.24 4.76
C -0.46 -1.22 3.40
N 0.23 -0.43 2.55
C 1.22 0.31 3.06
C 1.56 0.34 4.42
C 0.79 -0.44 5.28
C 2.64 1.21 4.91
C 3.98 1.05 4.68
C 4.64 -0.04 3.99
C 6.01 0.06 3.66
C 6.59 -0.98 2.98
N 5.90 -2.10 2.64
C 4.63 -2.12 3.02
N 3.96 -1.18 3.67
H -0.82 -1.88 5.40
H -1.24 -1.82 2.97
H 1.77 0.93 2.37
H 1.01 -0.44 6.34
H 2.29 2.05 5.50
H 4.66 1.80 5.06
H 6.58 0.94 3.92
H 7.63 -0.95 2.66
H 4.07 -3.02 2.77
C 0.04 -5.01 2.32
C -1.37 -5.11 2.89
N -2.33 -5.79 2.02
C -2.26 -7.24 1.92
C -1.61 -7.72 0.63
C -3.34 -5.17 1.35
O -4.19 -5.79 0.72
C -3.40 -3.67 1.38
C -4.57 -3.04 1.79
C -4.64 -1.66 1.72
C -3.53 -0.95 1.26
N -2.41 -1.56 0.86
C -2.37 -2.89 0.90
H 0.67 -4.42 2.99
H 0.05 -4.54 1.34
H 0.49 -6.00 2.22
H -1.75 -4.12 3.12
H -1.34 -5.66 3.83
H -3.28 -7.63 1.96
H -1.72 -7.61 2.79
H -2.18 -7.37 -0.23
H -1.58 -8.81 0.61
H -0.59 -7.35 0.54
H -5.41 -3.62 2.14
H -5.53 -1.12 2.01
H -3.55 0.12 1.17
H -1.46 -3.35 0.54
*
```

Atom charges from the Mulliken analysis, given in e for atoms 1 to 4:
1 Eu 0.5569
2 F -0.3915
3 C 0.6561
4 C -0.1201


The following is a DFT calculation (ωB97M-V/def2-TZVPD) of a molecular structure, C36H33F3N8NiO6SSe in a non-equilibrium geometry.

Results
Lowest unoccupied orbital energy ... -0.7 eV
Maximum force ... 2.2 eV/A

```
! wB97M-V def2-TZVPD RIJCOSX def2/J DEFGRID3
* xyz 0 1
Ni -1.75 -0.19 -1.28
C -1.85 2.83 -4.71
C -1.41 2.07 -3.62
N -2.19 1.28 -2.92
C -3.50 1.18 -3.28
C -4.04 1.89 -4.38
C -3.17 2.74 -5.08
C -5.39 1.68 -4.74
C -6.14 0.77 -4.03
C -5.63 0.08 -2.92
C -4.31 0.28 -2.50
N -3.66 -0.35 -1.51
C -4.17 -1.29 -0.65
C -5.39 -1.25 -0.01
C -5.74 -2.25 0.91
C -4.90 -3.30 1.19
C -3.65 -3.38 0.54
C -2.72 -4.43 0.76
C -1.53 -4.41 0.09
C -1.23 -3.34 -0.77
N -2.06 -2.34 -0.98
C -3.27 -2.37 -0.36
H -1.16 3.46 -5.24
H -0.37 2.12 -3.31
H -3.55 3.32 -5.92
H -5.79 2.21 -5.59
H -7.16 0.58 -4.33
H -6.25 -0.64 -2.41
H -6.06 -0.42 -0.18
H -6.69 -2.18 1.42
H -5.18 -4.05 1.91
H -2.96 -5.22 1.46
H -0.81 -5.20 0.23
H -0.29 -3.31 -1.29
C 0.35 5.89 2.32
C 1.86 5.87 2.54
S 2.72 5.35 1.04
O 4.14 5.49 1.26
O 2.12 6.04 -0.07
C 2.36 3.57 0.84
C 2.30 3.29 -0.66
N 1.75 1.97 -0.94
C 0.44 1.68 -0.86
N 0.21 0.43 -1.29
C 1.39 -0.09 -1.65
C 2.38 0.84 -1.44
N 3.76 0.66 -1.69
O 4.53 1.57 -1.44
O 4.09 -0.43 -2.12
C -0.58 2.61 -0.34
H -0.15 6.32 3.18
H -0.04 4.88 2.17
H 0.12 6.49 1.44
H 2.16 5.19 3.33
H 2.26 6.86 2.73
H 1.42 3.35 1.34
H 3.18 3.04 1.32
H 3.29 3.35 -1.09
H 1.67 4.04 -1.14
H 1.51 -1.09 -2.02
H -0.33 3.66 -0.52
H -0.69 2.43 0.74
H -1.55 2.37 -0.78
C 3.40 -2.09 3.77
N 3.63 -2.82 2.54
C 2.77 -2.85 1.49
Se 1.20 -1.94 1.31
N 3.31 -3.67 0.56
C 4.54 -4.15 0.99
C 5.48 -4.98 0.40
C 6.63 -5.24 1.12
C 6.83 -4.70 2.39
C 5.88 -3.88 2.99
C 4.73 -3.61 2.27
H 2.69 -1.29 3.58
H 4.34 -1.68 4.13
H 2.97 -2.75 4.53
H 2.89 -3.84 -0.33
H 5.32 -5.39 -0.59
H 7.39 -5.87 0.69
H 7.75 -4.92 2.92
H 6.05 -3.46 3.97
F -1.75 -2.09 2.60
C -1.57 -0.85 3.09
F -2.68 -0.55 3.79
F -0.56 -0.91 3.97
C -1.34 0.22 1.96
O -0.96 1.32 2.35
O -1.61 -0.20 0.81
*
```

Atom charges from the Mulliken analysis, given in e for atoms 1 to 4:
1 Ni -0.2530
2 C -1.0669
3 C -0.1214
4 N -0.3636


The following is a DFT calculation (ωB97M-V/def2-TZVPD) of a molecular structure, C36H34As2F3NO4SW in a non-equilibrium geometry.

Results
Lowest unoccupied orbital energy (spin up / spin down) ... -8.1 / -7.7 eV
Maximum force ... 1.3 eV/A
<S²> ... 2.03

```
! wB97M-V def2-TZVPD RIJCOSX def2/J DEFGRID3
* xyz 2 3
W -0.55 1.83 0.53
C 2.69 0.17 -1.87
As 2.58 1.84 -0.98
C 3.37 3.21 -2.02
C 3.41 1.63 0.72
O 0.90 2.29 -0.64
H 3.75 -0.05 -1.96
H 2.24 0.23 -2.86
H 2.20 -0.60 -1.27
H 4.43 3.23 -1.78
H 2.91 4.16 -1.80
H 3.23 2.98 -3.08
H 3.55 2.61 1.18
H 4.38 1.17 0.57
H 2.80 0.99 1.34
C -6.87 -1.22 -0.44
C -5.73 -1.35 -1.22
C -4.60 -0.58 -0.95
C -4.65 0.32 0.11
C -5.78 0.45 0.91
C -6.90 -0.33 0.61
As -3.18 1.43 0.60
C -2.13 1.49 -1.08
C -1.34 0.32 -1.26
C -0.61 0.20 -2.45
C -0.57 1.24 -3.37
C -1.29 2.41 -3.15
C -2.09 2.52 -2.02
C -3.94 3.16 0.83
C -3.70 3.87 2.01
C -4.24 5.14 2.17
C -5.01 5.69 1.16
C -5.29 4.97 0.01
C -4.77 3.70 -0.16
H -7.74 -1.82 -0.67
H -5.71 -2.04 -2.06
H -3.73 -0.67 -1.59
H -5.83 1.15 1.73
H -7.79 -0.22 1.22
H -1.54 -0.56 -0.66
H -0.12 -0.74 -2.66
H 0.00 1.12 -4.28
H -1.25 3.23 -3.87
H -2.72 3.39 -1.88
H -3.13 3.43 2.82
H -4.06 5.69 3.08
H -5.42 6.69 1.28
H -5.91 5.41 -0.77
H -5.01 3.13 -1.05
F 0.33 -3.73 8.06
C -0.08 -2.47 8.23
F -1.28 -2.50 8.82
F 0.78 -1.86 9.05
C -0.15 -1.76 6.89
C 0.97 -1.08 6.42
C 0.91 -0.46 5.18
C -0.26 -0.54 4.42
C -1.38 -1.25 4.90
C -1.32 -1.84 6.14
C -0.32 0.08 3.16
C -0.33 0.60 2.04
H 1.86 -1.03 7.02
H 1.77 0.08 4.80
H -2.27 -1.32 4.30
H -2.17 -2.38 6.54
N 0.05 3.37 2.00
C 0.22 4.43 1.04
C -0.86 4.57 0.17
C -0.64 5.20 -1.05
C 0.61 5.67 -1.37
C 1.60 5.71 -0.38
C 1.42 5.07 0.84
S 0.96 6.10 -3.06
O 0.52 7.46 -3.18
O 2.39 5.83 -3.09
O 0.13 5.09 -3.72
H -0.69 3.57 2.67
H 0.87 3.14 2.56
H -1.85 4.22 0.44
H -1.42 5.27 -1.81
H 2.55 6.16 -0.64
H 2.22 5.01 1.57
*
```

Atom charges from the Mulliken analysis, given in e for atoms 1 to 4:
1 W 0.8993
2 C -1.1824
3 As 0.7662
4 C -0.8003


Please write out number 5 again, unchanged.
The following is a DFT calculation (ωB97M-V/def2-TZVPD) of a molecular structure, C36H34As2F3NO4SW in a non-equilibrium geometry.

Results
Lowest unoccupied orbital energy (spin up / spin down) ... -8.1 / -7.7 eV
Maximum force ... 1.3 eV/A
<S²> ... 2.03

```
! wB97M-V def2-TZVPD RIJCOSX def2/J DEFGRID3
* xyz 2 3
W -0.55 1.83 0.53
C 2.69 0.17 -1.87
As 2.58 1.84 -0.98
C 3.37 3.21 -2.02
C 3.41 1.63 0.72
O 0.90 2.29 -0.64
H 3.75 -0.05 -1.96
H 2.24 0.23 -2.86
H 2.20 -0.60 -1.27
H 4.43 3.23 -1.78
H 2.91 4.16 -1.80
H 3.23 2.98 -3.08
H 3.55 2.61 1.18
H 4.38 1.17 0.57
H 2.80 0.99 1.34
C -6.87 -1.22 -0.44
C -5.73 -1.35 -1.22
C -4.60 -0.58 -0.95
C -4.65 0.32 0.11
C -5.78 0.45 0.91
C -6.90 -0.33 0.61
As -3.18 1.43 0.60
C -2.13 1.49 -1.08
C -1.34 0.32 -1.26
C -0.61 0.20 -2.45
C -0.57 1.24 -3.37
C -1.29 2.41 -3.15
C -2.09 2.52 -2.02
C -3.94 3.16 0.83
C -3.70 3.87 2.01
C -4.24 5.14 2.17
C -5.01 5.69 1.16
C -5.29 4.97 0.01
C -4.77 3.70 -0.16
H -7.74 -1.82 -0.67
H -5.71 -2.04 -2.06
H -3.73 -0.67 -1.59
H -5.83 1.15 1.73
H -7.79 -0.22 1.22
H -1.54 -0.56 -0.66
H -0.12 -0.74 -2.66
H 0.00 1.12 -4.28
H -1.25 3.23 -3.87
H -2.72 3.39 -1.88
H -3.13 3.43 2.82
H -4.06 5.69 3.08
H -5.42 6.69 1.28
H -5.91 5.41 -0.77
H -5.01 3.13 -1.05
F 0.33 -3.73 8.06
C -0.08 -2.47 8.23
F -1.28 -2.50 8.82
F 0.78 -1.86 9.05
C -0.15 -1.76 6.89
C 0.97 -1.08 6.42
C 0.91 -0.46 5.18
C -0.26 -0.54 4.42
C -1.38 -1.25 4.90
C -1.32 -1.84 6.14
C -0.32 0.08 3.16
C -0.33 0.60 2.04
H 1.86 -1.03 7.02
H 1.77 0.08 4.80
H -2.27 -1.32 4.30
H -2.17 -2.38 6.54
N 0.05 3.37 2.00
C 0.22 4.43 1.04
C -0.86 4.57 0.17
C -0.64 5.20 -1.05
C 0.61 5.67 -1.37
C 1.60 5.71 -0.38
C 1.42 5.07 0.84
S 0.96 6.10 -3.06
O 0.52 7.46 -3.18
O 2.39 5.83 -3.09
O 0.13 5.09 -3.72
H -0.69 3.57 2.67
H 0.87 3.14 2.56
H -1.85 4.22 0.44
H -1.42 5.27 -1.81
H 2.55 6.16 -0.64
H 2.22 5.01 1.57
*
```

Atom charges from the Mulliken analysis, given in e for atoms 1 to 4:
1 W 0.8993
2 C -1.1824
3 As 0.7662
4 C -0.8003


Number 5 is which compound?
C36H34As2F3NO4SW


Look up the maximum force of the fifth one.
1.3 eV/A